ORCA calculation (ωB97M-V with the def2-TZVPD basis set) on C25H40BNO2P2SiZn as an isolated structure in a non-equilibrium geometry.

```
! wB97M-V def2-TZVPD RIJCOSX def2/J DEFGRID3
* xyz 1 2
Zn -0.17993 -0.09151 -1.70841
H -3.42245 -2.10367 -0.46185
H -1.59981 -1.51911 -2.14578
P -1.29973 1.05385 -3.25309
P -2.73484 -2.96671 1.77649
C -2.69341 -2.05467 3.31309
H -2.69578 -2.76986 4.14669
H -1.79684 -1.42306 3.36821
H -3.58993 -1.42436 3.37469
C -3.16086 -4.67793 2.09468
H -2.29616 -5.31919 1.88025
H -3.45728 -4.78379 3.14558
H -4.00131 -4.96556 1.45089
C -1.12864 -2.87791 0.98254
H -0.61236 -1.94001 1.22323
H -0.53279 -3.73569 1.32378
H -1.24188 -2.94510 -0.10664
C -3.11825 1.08186 -3.04767
H -3.54789 1.87010 -3.68367
H -3.57517 0.11618 -3.30647
H -3.35863 1.31203 -1.99991
C -0.87349 2.82648 -3.23340
H 0.13028 2.97827 -3.65389
H -1.60291 3.40444 -3.82063
H -0.87588 3.19995 -2.19962
C -1.07783 0.54591 -4.99013
H -1.99624 0.08523 -5.38164
H -0.83394 1.42679 -5.60100
H -0.24910 -0.16926 -5.07285
C 0.88427 -1.46746 -2.73440
O 1.49516 -2.28432 -3.27381
H -2.40193 -2.10998 -3.48849
H -1.61542 -3.17205 -2.49907
H -3.81530 -3.71942 -1.61548
H -4.44906 -1.86921 -2.16160
B -3.58446 -2.53968 -1.66215
N -2.20865 -2.33482 -2.50445
H -3.73804 -2.42261 0.91952
O 0.09952 0.13936 0.15378
Si 1.36616 0.87858 0.84807
C 1.41112 0.48371 2.66861
C 0.23901 0.56258 3.43110
C 0.28115 0.32833 4.81311
C 1.49037 -0.01042 5.43022
C 2.65560 -0.11781 4.66522
C 2.61587 0.12906 3.28564
C 2.95090 0.25990 0.07569
C 4.00791 1.13261 -0.20069
C 5.13310 0.67428 -0.89865
C 5.22546 -0.66987 -1.27555
C 4.18697 -1.55083 -0.96027
C 3.05191 -1.08646 -0.29285
C 1.26898 2.73239 0.62623
C 0.82382 3.56048 1.66360
C 0.68481 4.93864 1.45983
C 1.00760 5.50390 0.22152
C 1.46010 4.68266 -0.81529
C 1.59121 3.30363 -0.61274
H -0.70951 0.82465 2.95251
H -0.63438 0.42179 5.39998
H 1.52253 -0.18665 6.50883
H 3.60191 -0.38663 5.13598
H 3.52754 0.04787 2.68864
H 3.95114 2.17576 0.12235
H 5.93600 1.37093 -1.14108
H 6.10777 -1.03249 -1.80719
H 4.25313 -2.60621 -1.23344
H 2.23593 -1.77931 -0.06743
H 0.58938 3.12786 2.63869
H 0.32904 5.57093 2.27458
H 0.91496 6.58011 0.06495
H 1.72208 5.10769 -1.78645
H 1.95740 2.67483 -1.43107
*
```

Properties
LUMO level (alpha / beta): -0.076 / -0.102 Eh
Kohn-Sham gap (alpha / beta): 6.377 / 8.276 eV
E_tot: -3958.03992 hartree
largest force on an atom: 2.138 eV/Å

ORCA calculation (ωB97M-V with the def2-TZVPD basis set) on C25H40BO4Pd as an isolated structure in a non-equilibrium geometry.

```
! wB97M-V def2-TZVPD RIJCOSX def2/J DEFGRID3
* xyz -1 3
O 1.60118 4.81810 -0.26461
C 1.73907 5.21732 -1.65172
C 2.19743 6.63708 -1.31531
H 0.76061 5.13415 -2.12410
H 2.50075 4.62372 -2.17012
C 1.94065 6.17583 0.13524
H 1.51838 7.40869 -1.68532
H 3.24270 6.85368 -1.54221
C 0.74191 6.85167 0.75559
H -0.13648 6.71508 0.10986
H 0.91569 7.92698 0.93007
H 0.49871 6.36684 1.70808
C 3.14286 6.14650 1.04658
H 3.93382 5.52278 0.61644
H 2.84310 5.68459 1.99761
H 3.54270 7.15041 1.25874
Pd 0.00241 -1.48476 1.21052
C 1.73337 -2.78956 2.29101
C 1.51876 -3.45394 1.05362
C 1.74526 -2.51263 -0.00073
H 1.25357 -4.50064 0.92414
C 2.15798 -1.26893 0.59836
C 2.15960 -1.44738 2.02577
H 2.45839 -0.69659 2.75505
H 1.60787 -3.23363 3.28122
H 1.67287 -2.68865 -1.07467
H 2.46121 -0.38114 0.06244
C -1.65215 -1.95159 2.97894
C -0.52551 -1.25358 3.51358
C -0.46686 0.04028 2.89613
H 0.14955 -1.63283 4.27462
C -1.53309 0.11676 1.93462
C -2.27173 -1.11263 2.00161
H -3.17393 -1.33318 1.43727
H -2.00557 -2.92582 3.29668
H 0.23863 0.83526 3.13639
H -1.76490 0.97753 1.30978
O -0.36571 3.18213 -0.54906
C 0.68183 2.59445 0.28557
C 1.84929 2.16048 -0.60010
H 0.26774 1.66185 0.74940
H 0.94534 3.26664 1.10469
C 1.18658 1.99582 -1.97986
H 2.25944 1.22594 -0.22368
H 2.65076 2.88737 -0.63271
C -0.29340 2.38009 -1.76483
H 1.28960 0.96141 -2.34836
H 1.61889 2.68037 -2.71361
H -0.88185 1.44978 -1.62144
H -0.70467 2.94506 -2.61630
C -0.58148 -4.91692 -2.11145
C -1.75682 -4.05110 -1.67239
C -2.67408 -3.85505 -2.86078
O -1.26015 -2.75500 -1.28043
B -1.13427 -2.78104 0.10316
O -1.71215 -3.90583 0.68670
C -2.43976 -4.59756 -0.35155
C -3.91699 -4.24177 -0.23877
C -2.33353 -6.08401 -0.10374
H 0.12899 -5.11490 -1.29570
H -0.04282 -4.40407 -2.91908
H -0.94432 -5.87473 -2.51011
H -2.11406 -3.39243 -3.67995
H -3.04948 -4.82177 -3.21745
H -3.53371 -3.22097 -2.62058
H -4.50175 -4.81976 -0.96838
H -4.28221 -4.52117 0.75920
H -4.11699 -3.17514 -0.40311
H -1.30029 -6.44228 -0.08811
H -2.80135 -6.32908 0.85594
H -2.88540 -6.62256 -0.88430
*
```

Properties
LUMO level (alpha / beta): 0.089 / 0.089 Eh
Kohn-Sham gap (alpha / beta): 3.528 / 4.550 eV
E_tot: -1430.18483 hartree
largest force on an atom: 2.402 eV/Å